The following is a quantum chemistry calculation of a structure of composition C37H58BCl3FIrN10SSi at a distorted geometry, from the OMol25 dataset.

Element x y z (Å)
Ir 1.218 0.935 -0.428
C -2.753 3.955 -0.177
C -1.935 3.131 0.828
C -2.426 3.449 2.246
C -2.032 1.660 0.540
C -3.212 0.916 0.613
C -2.858 -0.388 0.319
C -3.750 -1.593 0.360
C -3.828 -2.098 1.808
C -5.143 -1.276 -0.186
N -1.533 -0.400 0.071
N -1.016 0.849 0.198
B -0.667 -1.642 -0.255
N 0.484 -1.786 0.754
N 1.481 -0.872 0.841
C 2.372 -1.317 1.736
C 1.915 -2.531 2.252
C 0.714 -2.799 1.613
C -0.137 -4.027 1.731
C -0.088 -4.607 3.144
C 0.331 -5.063 0.699
C 3.682 -0.637 2.017
C 3.506 0.618 2.874
C 4.658 -1.594 2.698
N -0.103 -1.537 -1.692
N 0.773 -0.561 -2.043
C 1.142 -0.777 -3.311
C 0.498 -1.925 -3.775
C -0.287 -2.380 -2.728
C -1.198 -3.571 -2.738
C -2.485 -3.236 -3.503
C -0.501 -4.787 -3.354
C 2.129 0.068 -4.063
C 2.820 -0.745 -5.160
C 1.456 1.295 -4.687
H -2.661 5.018 0.050
H -3.808 3.688 -0.118
H -2.436 3.806 -1.214
H -0.884 3.426 0.756
H -3.501 3.285 2.321
H -2.222 4.494 2.488
H -1.927 2.825 2.985
H -4.191 1.286 0.865
H -3.321 -2.381 -0.258
H -4.283 -1.341 2.449
H -2.831 -2.317 2.197
H -4.431 -3.005 1.868
H -5.651 -0.532 0.428
H -5.750 -2.181 -0.184
H -5.089 -0.902 -1.209
H -1.347 -2.604 -0.188
H 2.402 -3.142 2.991
H -1.172 -3.766 1.507
H 0.912 -4.970 3.385
H -0.780 -5.446 3.222
H -0.372 -3.861 3.888
H 1.355 -5.371 0.912
H 0.303 -4.646 -0.310
H -0.310 -5.946 0.727
H 4.100 -0.342 1.053
H 3.115 0.353 3.857
H 2.816 1.317 2.403
H 4.468 1.115 3.007
H 4.307 -1.843 3.702
H 5.635 -1.122 2.791
H 4.776 -2.517 2.129
H 0.591 -2.366 -4.753
H -1.470 -3.823 -1.713
H -2.253 -2.947 -4.530
H -3.019 -2.411 -3.026
H -3.142 -4.106 -3.532
H -0.298 -4.629 -4.414
H -1.143 -5.663 -3.260
H 0.444 -4.998 -2.853
H 2.885 0.411 -3.355
H 2.118 -0.980 -5.963
H 3.233 -1.674 -4.767
H 3.638 -0.167 -5.589
H 0.601 0.986 -5.297
H 2.161 1.822 -5.331
H 1.136 1.992 -3.913
C -1.306 3.519 -4.857
C -0.492 4.273 -3.881
N -0.053 5.492 -4.025
N 0.577 5.778 -2.887
C 0.595 4.756 -2.018
S 1.290 4.746 -0.499
N -0.108 3.774 -2.660
N -0.350 2.488 -2.184
H -1.748 4.220 -5.560
H -2.098 2.967 -4.351
H -0.692 2.812 -5.416
H 1.040 6.669 -2.776
H -0.540 1.884 -2.978
H -1.140 2.477 -1.542
Cl 4.231 3.210 0.647
Si 3.290 2.092 -0.801
Cl 3.379 3.371 -2.461
Cl 4.712 0.617 -1.298
F 2.198 2.580 8.151
C 1.661 2.298 6.957
C 1.896 3.158 5.892
C 1.370 2.853 4.660
C 0.600 1.676 4.455
C 0.119 1.332 3.196
C 0.361 0.849 5.586
C 0.886 1.153 6.820
H 2.487 4.050 6.052
H 1.551 3.510 3.817
H -0.465 0.431 3.052
H 0.346 1.931 2.321
H -0.237 -0.046 5.458
H 0.704 0.527 7.683

Forces on atoms 1 to 6 (eV/Å):
Ir 0.4760 -0.5564 0.1587
C 0.1558 0.0386 0.0428
C 0.1076 0.0481 -0.0351
C 0.0983 0.0186 -0.0717
C -0.1059 -0.2010 -0.0386
C 0.0309 0.0650 -0.0114

Calculated values
**Relative energy (zero: lowest compared OMol25 entry of this formula, charge and spin)**: 0.0 kJ/mol
**Spin multiplicity**: 6
**Maximum force**: 0.029 hartree/bohr
**Energy**: -116722.7706 eV
**HOMO-LUMO gap (alpha / beta)**: 0.233 / 0.162 Eh
**Charge**: +1

***

The following is a quantum chemistry calculation of a structure of composition C37H59BeBr3ClI2KN2O7 at a distorted geometry, from the OMol25 dataset.

Element x y z (Å)
C -2.086 5.401 1.615
C -2.642 4.318 0.848
C -2.045 2.857 0.726
C -1.246 2.475 -0.558
C -1.014 3.512 -1.778
C 0.469 4.154 -1.812
C 1.456 3.705 -0.627
Cl 3.003 4.775 -0.602
C -0.609 1.050 -0.795
C 0.202 0.658 -2.113
C -0.850 0.380 -3.321
C -1.261 -1.168 -3.477
C -0.291 -2.024 -4.442
C 0.627 -3.069 -3.622
C 1.540 -3.980 -4.574
C 2.837 -3.221 -5.173
C 4.202 -3.546 -4.396
C 4.283 -3.024 -2.880
C 5.472 -3.781 -2.077
C 6.296 -2.812 -1.104
C 7.559 -3.560 -0.388
C 7.257 -3.784 1.193
C 5.990 -4.737 1.415
C -0.819 -0.027 0.296
C -1.651 0.380 1.548
C -2.259 1.767 1.838
C -3.064 2.056 3.176
I -2.023 1.377 4.982
C -4.631 1.592 3.113
C -5.065 0.591 4.281
I -5.195 0.816 1.119
C -1.673 -0.985 2.362
O -2.461 -1.455 3.199
N -0.493 -1.766 1.895
C 0.735 -1.579 2.726
C 1.718 -2.871 2.719
C 2.883 -2.534 3.803
Br 4.018 -1.047 3.043
C -0.343 -1.538 0.430
O 0.059 -2.351 -0.423
H -2.528 5.835 2.576
H -1.141 5.926 1.209
H -3.611 4.537 0.258
H -1.817 4.320 -1.728
H -1.212 2.935 -2.759
H 0.342 5.287 -1.735
H 0.933 3.868 -2.828
H 1.019 3.801 0.428
H 1.802 2.605 -0.783
H 0.901 1.498 -2.435
H 0.807 -0.289 -1.924
H -0.349 0.719 -4.305
H -1.833 0.954 -3.135
H -1.408 -1.645 -2.434
H -2.302 -1.201 -3.972
H 0.338 -1.382 -5.148
H -0.978 -2.665 -5.102
H -0.075 -3.700 -2.957
H 1.255 -2.436 -2.886
H 1.930 -4.876 -3.959
H 0.938 -4.432 -5.442
H 2.598 -2.092 -5.186
H 2.996 -3.594 -6.274
H 4.405 -4.678 -4.435
H 5.056 -3.046 -4.988
H 3.305 -3.109 -2.297
H 4.555 -1.902 -2.938
H 5.013 -4.612 -1.426
H 6.226 -4.275 -2.781
H 5.632 -2.429 -0.247
H 6.723 -1.892 -1.633
H 8.508 -2.923 -0.429
H 7.769 -4.585 -0.848
H 7.158 -2.740 1.646
H 8.157 -4.283 1.704
H 5.913 -5.097 2.494
H 6.115 -5.644 0.721
H 5.008 -4.205 1.132
H -3.103 3.206 3.278
H -5.285 2.536 3.239
H -6.176 0.333 4.087
H -4.512 -0.405 4.292
H -5.027 1.033 5.330
H 0.453 -1.415 3.834
H 1.273 -0.646 2.300
H 1.152 -3.831 2.977
H 2.136 -2.987 1.663
H 2.338 -2.121 4.716
H 3.493 -3.469 4.017
Be 0.582 1.660 1.654
C -8.330 4.048 -0.527
C -9.576 3.629 0.221
C -8.996 3.012 1.479
O -7.764 3.696 1.746
C -7.418 4.487 0.602
H -8.504 4.834 -1.264
H -7.898 3.183 -1.042
H -10.170 4.513 0.478
H -10.214 2.941 -0.336
H -8.765 1.951 1.331
H -9.662 3.107 2.339
H -7.584 5.539 0.859
H -6.361 4.349 0.365
O 2.245 0.179 6.176
H 1.422 0.524 5.804
H 2.891 0.306 5.471
Br 1.988 -5.040 -7.400
N -0.025 4.584 5.522
O -1.148 5.102 5.342
O 0.702 4.315 4.541
O 0.366 4.330 6.675
K 4.290 3.194 0.429
Br 4.152 -6.228 -7.516

Forces on atoms 1 to 6 (eV/Å):
C 0.4910 0.5374 0.6439
C -0.3971 -2.5431 -0.9966
C -0.1829 -2.0415 1.0250
C -0.0138 -1.8084 0.8411
C -0.4717 -0.9212 0.6821
C 0.1455 0.3015 -0.0938

Calculated values
**Relative energy (zero: lowest compared OMol25 entry of this formula, charge and spin)**: 1250.1 kJ/mol
**Spin multiplicity**: 1
**Maximum force**: 0.120 hartree/bohr
**Energy**: -312192.5386 eV
**HOMO-LUMO gap**: 0.144 Eh
**Charge**: 0

***

> Among the records above, which one has the highest maximum force?

C37H59BeBr3ClI2KN2O7

***

> Look up the spin multiplicity of the second one.

1

***

> charge of number 2 (C37H59BeBr3ClI2KN2O7)?

0